Computed, not measured: a single C2H4O2S molecule, with the ωB97M-V functional and the def2-TZVPD basis.

XYZ file:
```
9
C2H4O2S the ωB97M-V functional and the def2-TZVPD basis
C -0.01 -0.25 2.13
S 0.38 -0.42 0.07
C -0.24 0.40 -1.52
O -1.06 1.23 -1.72
O 0.55 -0.16 -2.45
H -1.06 -0.41 2.16
H 0.37 0.62 2.43
H 0.62 -1.10 2.32
H 0.46 0.08 -3.43
```

Summary:
maximum force	0.09700	Eh/bohr
E_HOMO	-0.345	Ha
energy	-17067.4296	eV
net charge	0
SMILES	CSC(=O)O
LUMO	-0.142	eV
Kohn-Sham gap	9.25	eV
ΔE to the lowest compared entry with this formula, charge and spin	42.5	kcal/mol

Computed, not measured: a single C4H6N2OS molecule, with the ωB97M-V functional and the def2-TZVPD basis.

XYZ file:
```
14
C4H6N2OS the ωB97M-V functional and the def2-TZVPD basis
C 0.98 0.99 0.63
C 1.48 0.41 -0.58
N 2.62 0.39 -1.19
O 2.51 -0.37 -2.31
N 1.29 -0.88 -2.49
C 0.44 -0.54 -1.63
C -0.91 -0.83 -1.29
S -0.83 -2.47 -0.29
H 1.12 0.39 1.53
H 1.54 2.01 0.74
H -0.07 1.06 0.55
H -1.36 -0.14 -0.59
H -1.56 -0.94 -2.14
H -0.20 -3.15 -1.38
```

Summary:
maximum force	0.14741	Eh/bohr
E_HOMO	-0.351	Ha
energy	-20104.3060	eV
net charge	0
SMILES	Cc1nonc1CS
LUMO	0.563	eV
Kohn-Sham gap	10.11	eV
ΔE to the lowest compared entry with this formula, charge and spin	116.1	kcal/mol

Computed, not measured: C5H8O3S as an isolated structure, with the ωB97M-V functional and the def2-TZVPD basis.

XYZ file:
```
17
C5H8O3S the ωB97M-V functional and the def2-TZVPD basis
C -1.59 0.20 0.38
C -0.20 0.26 0.17
C -0.90 -2.56 -0.01
C 1.57 1.69 -0.59
C 0.72 0.47 -0.98
O -2.59 0.20 -0.28
O 0.57 1.34 2.31
O -1.59 0.00 1.77
S 0.15 0.01 1.95
H -1.75 -2.03 0.28
H -0.22 -3.12 0.73
H -1.04 -2.71 -1.06
H 0.98 2.61 -0.88
H 2.60 1.74 -1.13
H 1.91 1.64 0.48
H 1.27 -0.46 -1.27
H 0.11 0.73 -1.88
```

Summary:
maximum force	0.05649	Eh/bohr
E_HOMO (alpha / beta)	-0.351 / -0.358	Ha
energy	-22287.1027	eV
net charge	0
LUMO (alpha / beta)	-1.862 / -0.537	eV
Kohn-Sham gap (alpha / beta)	7.68 / 9.19	eV
ΔE to the lowest compared entry with this formula, charge and spin	123.4	kcal/mol

Computed, not measured: H8LiO4 as an isolated structure, with the ωB97M-V functional and the def2-TZVPD basis.

XYZ file:
```
13
H8LiO4 the ωB97M-V functional and the def2-TZVPD basis
Li 0.07 0.15 -0.05
O -1.87 -0.20 -0.34
H -2.60 0.07 -1.12
H -2.29 -0.81 0.12
O 0.61 -1.80 0.04
H 0.09 -2.48 0.64
H 0.68 -2.56 -0.60
O 0.08 0.99 1.74
H 0.19 0.45 2.43
H 0.59 1.78 1.70
O 1.31 1.20 -1.35
H 1.73 1.07 -2.13
H 1.40 2.14 -1.07
```

Summary:
maximum force	0.17069	Eh/bohr
E_HOMO	-0.591	Ha
energy	-8520.0946	eV
net charge	+1
LUMO	-3.480	eV
Kohn-Sham gap	12.61	eV
ΔE to the lowest compared entry with this formula, charge and spin	40.1	kcal/mol

Computed, not measured: C32H79F6N6O15S2V2 as an isolated structure, with the ωB97M-V functional and the def2-TZVPD basis.

XYZ file:
```
142
C32H79F6N6O15S2V2 the ωB97M-V functional and the def2-TZVPD basis
V -0.69 0.04 -1.91
V 0.55 2.12 1.69
C -0.91 3.70 5.56
F -0.06 4.45 6.16
F -1.86 3.35 6.44
F -1.43 4.38 4.56
S -0.14 2.11 4.82
O 0.31 1.23 5.90
O -1.24 1.47 4.08
N 1.09 2.61 3.68
S 2.42 2.72 4.62
O 2.35 2.88 6.02
O 3.34 1.69 4.21
C 3.07 4.49 4.14
F 3.41 4.64 2.87
F 2.09 5.32 4.35
F 4.03 4.84 4.88
O -0.55 0.79 0.23
C -1.51 -0.10 0.82
C -1.53 -1.56 0.34
O -1.70 -1.70 -1.04
H -2.46 0.38 0.57
H -1.53 -0.11 1.91
H -2.30 -2.08 0.93
H -0.68 -2.18 0.61
C -0.27 -5.30 -3.61
O -0.06 -4.19 -4.48
C -0.77 -2.98 -4.18
C -0.03 -1.65 -4.70
N -0.64 -0.48 -4.11
C -1.97 -0.33 -4.61
C -2.56 1.03 -4.03
O -2.58 1.04 -2.58
C -3.58 1.92 -2.00
H 0.11 -5.30 -2.59
H 0.11 -6.23 -4.04
H -1.36 -5.33 -3.56
H -0.94 -2.87 -3.11
H -1.70 -3.11 -4.72
H -0.07 -1.49 -5.77
H 1.03 -1.66 -4.45
H -0.12 0.25 -4.58
H -2.58 -1.10 -4.14
H -2.22 -0.33 -5.67
H -3.52 1.07 -4.53
H -2.12 1.92 -4.49
H -4.56 1.55 -2.27
H -3.44 2.89 -2.49
H -3.45 2.00 -0.92
C 1.70 6.13 -2.60
O 0.96 5.09 -1.98
C -0.05 4.48 -2.80
C -0.44 3.17 -2.18
N 0.31 2.03 -2.66
C 1.65 2.12 -2.09
C 2.41 0.77 -2.20
O 1.50 -0.41 -1.99
C 2.08 -1.72 -1.95
H 2.53 6.56 -2.04
H 1.13 6.94 -3.06
H 2.22 5.65 -3.43
H 0.27 4.41 -3.84
H -0.90 5.15 -2.84
H -1.43 3.16 -2.64
H -0.57 3.16 -1.10
H 0.47 2.16 -3.65
H 1.50 2.20 -1.01
H 2.25 2.97 -2.41
H 3.30 0.69 -1.59
H 2.66 0.62 -3.25
H 2.79 -1.83 -1.12
H 2.79 -1.98 -2.73
H 1.25 -2.42 -2.06
C 4.06 -0.40 0.87
C 2.62 -0.05 1.31
C 2.21 -0.92 2.56
O 0.99 -0.47 3.07
C 0.43 -1.32 4.10
N 2.62 1.44 1.48
H 4.42 0.21 0.05
H 4.25 -1.45 0.64
H 4.83 0.00 1.53
H 1.91 -0.30 0.53
H 2.99 -0.71 3.30
H 2.14 -1.97 2.31
H -0.57 -0.92 4.23
H 1.04 -1.34 5.01
H 0.36 -2.37 3.85
H 3.36 1.94 1.01
H 2.96 1.47 2.43
C 1.18 6.43 0.87
C 0.60 5.15 1.41
C -0.96 4.94 1.50
O -1.29 3.54 1.73
C -2.70 3.49 1.98
N 1.09 4.04 0.61
H 0.61 6.75 0.01
H 2.18 6.42 0.44
H 1.01 7.17 1.66
H 1.24 4.85 2.24
H -1.59 5.42 0.75
H -1.16 5.50 2.41
H -2.92 4.07 2.87
H -2.92 2.45 2.25
H -3.29 3.59 1.07
H 0.91 4.30 -0.35
H 2.09 4.06 0.57
C 1.16 -4.74 0.72
C 2.57 -5.28 0.39
C 3.43 -5.81 1.49
O 3.60 -4.79 2.50
C 4.54 -5.26 3.44
N 2.25 -6.30 -0.65
H 0.55 -5.55 1.13
H 0.63 -4.44 -0.18
H 1.18 -3.84 1.33
H 2.99 -4.44 -0.17
H 4.43 -6.02 1.11
H 2.99 -6.75 1.82
H 5.47 -5.37 2.88
H 4.22 -6.19 3.90
H 4.70 -4.51 4.22
H 1.51 -6.94 -0.40
H 1.77 -5.73 -1.34
C -5.47 -2.11 0.77
C -5.47 -1.19 -0.49
O -4.91 -1.95 -1.47
H -4.51 -2.52 1.08
H -6.02 -3.04 0.73
H -5.90 -1.53 1.59
H -4.85 -0.30 -0.35
H -6.47 -0.88 -0.79
H -3.97 -1.77 -1.48
C -4.17 -4.90 -1.81
C -3.46 -5.08 -0.41
O -2.13 -4.80 -0.57
H -3.93 -3.95 -2.29
H -5.25 -4.95 -1.71
H -3.96 -5.68 -2.55
H -3.56 -6.05 0.08
H -3.82 -4.42 0.37
H -2.01 -3.87 -0.79
```

Summary:
maximum force	0.08226	Eh/bohr
multiplicity	7
E_HOMO (alpha / beta)	-0.357 / -0.384	Ha
energy	-163456.7103	eV
net charge	+1
LUMO (alpha / beta)	-2.627 / -2.653	eV
Kohn-Sham gap (alpha / beta)	7.08 / 7.79	eV

Computed, not measured: C21H21InN4O3 as an isolated structure, with the ωB97M-V functional and the def2-TZVPD basis.

XYZ file:
```
50
C21H21InN4O3 the ωB97M-V functional and the def2-TZVPD basis
In 0.15 -1.15 -0.64
O -1.12 2.43 2.37
C -0.37 2.03 3.39
C -0.60 2.62 4.64
C 0.13 2.22 5.73
C 1.12 1.22 5.63
C 1.36 0.64 4.42
C 0.63 1.03 3.28
C 0.93 0.46 1.99
O 0.32 0.74 0.93
N 1.93 -0.49 1.95
N 2.21 -0.94 0.81
C 3.29 -1.25 0.22
C 3.34 -1.85 -1.11
C 4.57 -1.98 -1.75
C 4.59 -2.50 -3.04
C 3.40 -2.89 -3.64
C 2.22 -2.73 -2.92
N 2.20 -2.21 -1.70
H -0.81 1.99 1.56
H -1.35 3.39 4.71
H -0.06 2.68 6.69
H 1.68 0.93 6.51
H 2.13 -0.12 4.32
H 4.25 -1.02 0.69
H 5.48 -1.67 -1.26
H 5.53 -2.59 -3.58
H 3.39 -3.31 -4.63
H 1.27 -3.04 -3.33
O -0.44 -1.26 -3.07
C -1.82 -0.97 -3.39
C -2.04 0.52 -3.52
C -1.63 1.30 -2.26
C -2.43 0.94 -1.04
C -3.57 1.65 -0.70
C -4.28 1.31 0.44
C -3.84 0.25 1.22
C -2.71 -0.43 0.82
N -2.03 -0.10 -0.28
H 0.11 -1.06 -3.83
H -2.40 -1.38 -2.57
H -2.10 -1.48 -4.31
H -3.10 0.69 -3.74
H -1.47 0.92 -4.37
H -1.71 2.37 -2.46
H -0.57 1.10 -2.04
H -3.89 2.48 -1.32
H -5.17 1.87 0.72
H -4.37 -0.05 2.11
H -2.34 -1.28 1.39
```

Summary:
maximum force	0.03285	Eh/bohr
E_HOMO (alpha / beta)	-0.512 / -0.506	Ha
energy	-39378.4139	eV
net charge	+2
LUMO (alpha / beta)	-8.314 / -8.594	eV
Kohn-Sham gap (alpha / beta)	5.63 / 5.18	eV
ΔE to the lowest compared entry with this formula, charge and spin	4.4	kcal/mol

Computed, not measured: a single C5H6ClNOS molecule, with the ωB97M-V functional and the def2-TZVPD basis.

XYZ file:
```
15
C5H6ClNOS the ωB97M-V functional and the def2-TZVPD basis
C -2.24 0.40 -0.42
C -1.34 0.01 0.72
N -0.03 -0.44 0.20
S 0.80 -1.85 0.54
C 2.40 -1.27 -0.10
O 3.36 -2.01 -0.26
C 2.32 0.12 -0.36
C 1.08 0.65 -0.15
Cl 0.59 2.31 -0.01
H -2.23 -0.43 -1.13
H -3.20 0.62 -0.11
H -1.96 1.37 -0.90
H -1.23 0.85 1.44
H -1.60 -0.91 1.22
H 3.29 0.57 -0.68
```

Summary:
maximum force	0.12397	Eh/bohr
E_HOMO (alpha / beta)	-0.311 / -0.311	Ha
energy	-32175.8148	eV
net charge	0
SMILES	CCn1sc(=O)cc1Cl
LUMO (alpha / beta)	0.157 / 0.157	eV
Kohn-Sham gap (alpha / beta)	8.61 / 8.61	eV
ΔE to the lowest compared entry with this formula, charge and spin	7.9	kcal/mol

Computed, not measured: a single C6H9N3 molecule, with the ωB97M-V functional and the def2-TZVPD basis.

XYZ file:
```
18
C6H9N3 the ωB97M-V functional and the def2-TZVPD basis
C -1.13 1.89 -0.14
C -0.84 0.55 -0.06
C -1.91 -0.40 0.53
N -2.17 -1.67 -0.29
C 0.59 -0.01 -0.13
N 1.02 -1.26 -0.10
C 2.43 -1.18 0.07
C 2.80 0.10 0.03
N 1.60 0.85 0.03
H -0.56 2.82 -0.43
H -2.08 2.29 -0.25
H -1.75 -0.71 1.51
H -2.84 0.06 0.61
H -1.38 -2.33 -0.07
H -1.96 -1.49 -1.33
H 3.12 -2.08 -0.07
H 3.70 0.63 0.33
H 1.37 1.93 -0.22
```

Summary:
maximum force	0.08023	Eh/bohr
E_HOMO	-0.327	Ha
energy	-10836.0272	eV
net charge	0
SMILES	C=C(CN)c1ncc[nH]1
LUMO	0.580	eV
Kohn-Sham gap	9.47	eV
ΔE to the lowest compared entry with this formula, charge and spin	36.9	kcal/mol

Computed, not measured: a 2-piece molecular cluster, C12H19NS overall, with the ωB97M-V functional and the def2-TZVPD basis.

XYZ file:
```
33
C12H19NS the ωB97M-V functional and the def2-TZVPD basis
C -0.09 2.62 -0.26
C 0.87 2.28 -0.96
C 2.06 1.36 -2.74
C -0.86 0.87 1.17
C 3.36 1.75 -3.33
C -2.07 1.49 1.78
C -1.07 -3.35 2.20
C -1.72 0.14 -0.92
C 0.10 -2.83 2.39
C 0.85 -2.03 1.32
C 0.06 -1.34 0.17
C -1.05 -0.35 0.38
N 1.86 2.02 -1.68
S 1.18 0.07 -3.16
H 4.25 1.54 -2.71
H 3.24 2.86 -3.61
H 3.67 1.19 -4.36
H -2.41 2.25 1.17
H -1.88 1.92 2.72
H -2.84 0.65 1.90
H -1.48 -3.43 1.17
H -0.83 3.31 0.16
H -1.70 -3.79 2.95
H -0.92 0.45 -1.69
H -2.36 0.96 -0.58
H -2.34 -0.73 -1.33
H 0.04 0.76 1.86
H 0.58 -2.77 3.41
H 1.29 -1.19 1.89
H 1.67 -2.55 0.92
H 0.78 -1.09 -0.58
H -0.41 -2.15 -0.53
H -1.84 -0.90 0.89
```

Summary:
maximum force	0.11497	Eh/bohr
E_HOMO (alpha / beta)	-0.292 / -0.292	Ha
energy	-25070.6377	eV
net charge	0
LUMO (alpha / beta)	-1.268 / -1.269	eV
Kohn-Sham gap (alpha / beta)	6.67 / 6.67	eV
ΔE to the lowest compared entry with this formula, charge and spin	162.2	kcal/mol

Computed, not measured: a 10-piece molecular cluster, C47H120N6O16 overall, with the ωB97M-V functional and the def2-TZVPD basis.

XYZ file:
```
189
C47H120N6O16 the ωB97M-V functional and the def2-TZVPD basis
C 1.79 3.33 5.38
C 0.74 3.82 6.40
O 1.29 4.35 7.57
H 2.16 2.34 5.66
H 2.63 3.99 5.14
H 1.40 3.14 4.38
H 0.06 3.01 6.69
H 0.01 4.51 5.99
H 1.24 3.64 8.21
C -1.07 -0.04 -2.67
O -1.31 0.94 -3.69
C -2.64 1.21 -3.89
C -2.73 2.62 -4.60
N -2.64 3.79 -3.75
C -1.27 3.87 -3.20
C -1.03 5.33 -2.72
O -1.29 6.29 -3.70
C -0.40 6.21 -4.86
H -1.69 -0.92 -2.84
H -1.63 0.39 -1.84
H -0.06 -0.26 -2.31
H -3.23 1.33 -2.98
H -3.20 0.42 -4.40
H -3.77 2.63 -4.93
H -2.14 2.59 -5.51
H -2.83 4.52 -4.43
H -0.55 3.74 -4.01
H -1.01 3.24 -2.35
H 0.04 5.39 -2.52
H -1.61 5.54 -1.82
H -0.42 5.27 -5.42
H 0.62 6.37 -4.52
H -0.53 7.09 -5.49
C 5.67 -1.99 0.55
O 4.72 -2.78 1.19
C 5.36 -3.60 2.10
C 4.27 -4.24 3.02
N 3.41 -3.30 3.78
C 2.26 -3.94 4.41
C 2.04 -3.43 5.83
O 1.70 -2.13 5.91
C 1.76 -1.58 7.17
H 5.81 -2.40 -0.45
H 6.67 -2.05 0.97
H 5.43 -0.93 0.50
H 6.05 -3.22 2.85
H 5.90 -4.44 1.67
H 4.84 -4.84 3.74
H 3.79 -4.91 2.31
H 3.03 -2.56 3.21
H 2.22 -5.02 4.25
H 1.37 -3.62 3.87
H 2.86 -3.85 6.41
H 1.19 -3.97 6.26
H 1.41 -2.21 7.99
H 1.16 -0.70 7.38
H 2.84 -1.46 7.28
C 1.24 -3.64 -0.44
O 0.49 -2.98 0.53
C 0.71 -1.56 0.66
C -0.41 -0.85 1.46
N -0.29 0.57 1.45
C -1.45 1.39 1.84
C -1.39 2.81 1.35
O -0.56 3.68 2.23
C 0.07 4.74 1.55
H 2.00 -4.32 -0.06
H 1.64 -2.99 -1.22
H 0.76 -4.50 -0.92
H 0.64 -1.01 -0.28
H 1.72 -1.38 1.05
H -0.52 -1.22 2.48
H -1.37 -0.98 0.96
H 0.62 0.94 1.70
H -1.50 1.24 2.92
H -2.28 0.96 1.29
H -2.37 3.28 1.27
H -1.13 2.92 0.30
H 0.79 4.48 0.78
H 0.48 5.47 2.26
H -0.70 5.36 1.09
C -4.69 -3.29 -3.76
O -3.38 -3.40 -4.00
C -2.65 -4.41 -3.30
C -1.46 -5.09 -3.97
N -1.93 -6.26 -4.60
C -0.88 -6.76 -5.53
C -1.45 -7.95 -6.45
O -0.49 -9.02 -6.60
C -0.82 -10.14 -7.36
H -5.17 -4.17 -3.32
H -5.27 -3.17 -4.68
H -5.02 -2.44 -3.15
H -3.31 -5.21 -2.98
H -2.32 -3.99 -2.34
H -0.71 -5.43 -3.26
H -0.95 -4.33 -4.55
H -2.77 -6.03 -5.10
H -0.08 -7.15 -4.90
H -0.37 -6.06 -6.19
H -1.76 -7.58 -7.42
H -2.24 -8.47 -5.90
H -1.59 -10.78 -6.91
H -0.02 -10.87 -7.42
H -1.17 -9.84 -8.35
C -8.21 7.33 6.60
O -7.63 7.51 5.24
C -8.37 6.87 4.24
C -7.90 7.22 2.83
N -6.56 6.88 2.50
C -6.27 7.06 1.04
C -4.72 7.23 0.88
O -4.04 5.91 0.68
C -4.19 5.28 -0.62
H -9.17 7.79 6.82
H -7.43 7.70 7.26
H -8.34 6.28 6.85
H -9.40 7.21 4.32
H -8.32 5.81 4.47
H -8.02 8.29 2.70
H -8.65 6.81 2.15
H -5.97 7.48 3.06
H -6.71 8.01 0.72
H -6.71 6.19 0.57
H -4.22 7.77 1.68
H -4.58 7.90 0.03
H -4.08 6.01 -1.42
H -5.14 4.75 -0.72
H -3.54 4.41 -0.72
C 2.67 -8.10 -1.53
O 3.46 -6.97 -1.69
C 4.74 -7.06 -1.12
C 5.34 -5.69 -1.38
N 5.86 -5.62 -2.79
C 7.13 -6.39 -3.02
C 7.83 -6.15 -4.33
O 8.74 -5.08 -4.28
C 8.25 -3.79 -4.34
H 1.64 -7.96 -1.86
H 2.50 -8.39 -0.49
H 3.11 -8.93 -2.08
H 5.15 -7.93 -1.64
H 4.70 -7.41 -0.09
H 6.23 -5.69 -0.75
H 4.63 -4.90 -1.14
H 5.15 -5.94 -3.43
H 6.99 -7.47 -2.98
H 7.81 -6.08 -2.23
H 7.12 -6.05 -5.16
H 8.46 -6.97 -4.66
H 7.86 -3.50 -5.32
H 9.06 -3.07 -4.39
H 7.44 -3.60 -3.65
C 3.62 -4.88 -5.34
C 3.85 -3.40 -4.95
C 2.81 -2.73 -4.02
O 5.07 -3.17 -4.22
H 4.55 -5.26 -5.78
H 2.80 -5.01 -6.04
H 3.40 -5.29 -4.36
H 4.06 -2.84 -5.87
H 2.52 -3.36 -3.18
H 1.80 -2.68 -4.43
H 3.02 -1.67 -3.86
H 5.37 -3.87 -3.63
C -6.77 2.62 5.20
C -5.54 3.30 4.76
C -4.21 2.61 5.13
O -5.63 3.35 3.38
H -7.75 2.94 4.86
H -6.77 2.39 6.27
H -6.73 1.57 4.92
H -5.60 4.25 5.31
H -4.20 2.06 6.08
H -3.37 3.28 4.97
H -4.04 1.85 4.36
H -5.34 4.16 2.95
C 2.70 9.42 3.05
C 3.14 7.96 3.01
C 2.62 7.07 4.12
O 2.68 7.59 1.68
H 3.08 9.77 4.01
H 1.63 9.57 3.07
H 3.12 10.01 2.23
H 4.21 7.93 3.19
H 3.01 6.06 4.25
H 1.55 6.86 4.11
H 2.57 7.77 4.95
H 1.73 7.70 1.57
```

Summary:
maximum force	0.07869	Eh/bohr
multiplicity	2
E_HOMO (alpha / beta)	-0.384 / -0.384	Ha
energy	-92361.5080	eV
net charge	+1
LUMO (alpha / beta)	-2.444 / -7.205	eV
Kohn-Sham gap (alpha / beta)	8.00 / 3.24	eV